Entry 1:
ORCA calculation (ωB97M-V with the def2-TZVPD basis set) on a molecular structure, C18H19BMgN6 in a non-equilibrium geometry.

Structure (ORCA input):
```
! wB97M-V def2-TZVPD RIJCOSX def2/J DEFGRID3
* xyz 0 1
H 1.29264 3.25551 0.25036
N 1.21964 1.65904 -1.16015
B 0.28024 0.25165 -3.15139
N 0.67877 1.57411 -2.43306
C 0.54707 2.82020 -2.91425
Mg 2.91094 0.57997 -0.65274
H 0.27551 2.98998 -3.94868
C 0.84062 3.71895 -1.89991
H 0.83151 4.78908 -1.96554
C 1.14969 2.95452 -0.77398
H 0.37367 0.45021 -4.35277
C -1.28199 -1.61200 0.96703
H -1.38586 -2.37345 1.76068
H -0.40098 -1.87766 0.36915
H -2.15772 -1.61950 0.30404
N -1.28459 -0.10598 -2.95994
N 1.31955 -0.86669 -2.80393
N -1.89944 -0.25890 -1.72841
N 1.95568 -1.02748 -1.57672
C -2.22785 -0.25099 -3.92996
C 1.74888 -1.84166 -3.62377
H -1.97088 -0.16125 -4.97325
H 1.47760 -1.84264 -4.67046
C -3.46396 -0.48727 -3.32809
C 2.54736 -2.71808 -2.90231
C -3.19721 -0.47784 -1.94258
C 2.57992 -2.23020 -1.59420
H -4.41483 -0.63906 -3.79316
H 3.03892 -3.59918 -3.26781
H -3.90545 -0.64396 -1.13883
H 2.95726 -2.68694 -0.69442
H -1.78966 0.40169 1.04228
C -1.10288 -0.25418 1.55610
C -0.26243 -0.00452 2.52446
C 0.10120 0.37793 3.79521
C -0.92255 0.86733 4.67467
C -0.85479 0.53790 6.01445
C 0.28372 -0.10451 6.52860
C 1.40491 -0.32443 5.70928
C 1.36135 -0.01704 4.36059
H -1.78885 1.37499 4.24675
H -1.70070 0.75626 6.66596
H 0.30706 -0.41064 7.57321
H 2.30929 -0.76075 6.13301
H 2.21961 -0.16254 3.70449
*
```

***

Entry 2:
ORCA calculation (ωB97M-V with the def2-TZVPD basis set) on a molecular structure, C16H28AuN4SSi in a non-equilibrium geometry.

Structure (ORCA input):
```
! wB97M-V def2-TZVPD RIJCOSX def2/J DEFGRID3
* xyz 1 1
Au 0.51020 0.39764 -0.18779
N -2.22783 -1.12990 2.86425
C -1.16771 -0.75422 2.14377
S -1.61858 0.00746 0.60474
N 0.01415 -0.97914 2.67592
N 1.01526 -0.58220 1.89853
C 2.24833 -0.63622 2.17749
C 3.15647 -0.08412 1.17265
C 4.52305 -0.03233 1.43782
C 5.38587 0.56354 0.53848
C 4.86751 1.11918 -0.62235
C 3.51094 1.02124 -0.84213
N 2.67141 0.41027 0.00338
H -3.16550 -0.93947 2.55991
H -2.06354 -1.50756 3.78373
H 2.66751 -1.01061 3.10970
H 4.89008 -0.44375 2.36801
H 6.44528 0.61193 0.75069
H 5.49067 1.62745 -1.34312
H 3.06273 1.45542 -1.72035
C -0.95082 -2.05589 -1.92003
Si 0.83955 -1.56170 -2.17834
C 2.02983 -2.91315 -1.57825
C 1.62919 -3.40233 -0.18700
C 3.51489 -2.55691 -1.60421
C 1.76832 -4.05651 -2.58940
C 1.06401 -0.53792 -3.77030
C 0.15463 0.69246 -3.74744
C 0.52502 -1.52038 -4.84714
C 2.47839 -0.13850 -4.17297
H -1.17927 -2.87930 -2.60555
H -1.63887 -1.23967 -2.12768
H -1.12456 -2.40457 -0.90619
H 1.75005 -2.63519 0.57134
H 2.27128 -4.24645 0.08075
H 0.59735 -3.75510 -0.15239
H 3.75043 -1.73975 -0.92967
H 3.86330 -2.28954 -2.60106
H 4.09573 -3.42490 -1.27961
H 0.71696 -4.34510 -2.64070
H 2.32392 -4.93443 -2.24817
H 2.12355 -3.82112 -3.59403
H -0.89940 0.42770 -3.65324
H 0.27534 1.23308 -4.69024
H 0.40167 1.37300 -2.93094
H -0.46170 -1.91955 -4.61143
H 1.20872 -2.34930 -5.03412
H 0.42421 -0.96524 -5.78406
H 2.89271 0.63971 -3.53901
H 2.44957 0.26019 -5.19072
H 3.17033 -0.98015 -4.17636
*
```

***

Entry 3:
ORCA calculation (ωB97M-V with the def2-TZVPD basis set) on a molecular structure, C23H32GeIrN7O6P in a non-equilibrium geometry.

Structure (ORCA input):
```
! wB97M-V def2-TZVPD RIJCOSX def2/J DEFGRID3
* xyz 2 6
Ir 0.07585 0.01805 -0.21296
O -2.84604 -4.91813 4.64496
N -2.60324 -4.84617 3.46009
O -2.94594 -5.68344 2.66562
C -1.85289 -3.65108 2.96210
C -1.36590 -2.84547 3.93683
C -0.60606 -1.71468 3.60898
C -0.01011 -0.85696 4.54168
C 0.72923 0.23152 4.12592
C 0.85570 0.49494 2.75276
N 0.30127 -0.28482 1.84719
C -0.41339 -1.42014 2.24772
C -0.90097 -2.22283 1.25510
N -0.60727 -1.83748 -0.07876
C -1.05085 -2.63906 -1.14648
C -1.74610 -3.75182 -0.90222
C -2.08797 -4.14135 0.43584
C -1.64056 -3.38778 1.54842
H -1.56111 -3.10226 4.96863
H -0.13388 -1.07032 5.60095
H 1.21172 0.89386 4.83285
H 1.41887 1.35154 2.39148
H -0.80232 -2.30682 -2.14358
H -2.06597 -4.35847 -1.73885
H -2.69554 -5.00431 0.59371
N 4.37041 -2.43694 0.66778
C 4.89833 -1.27887 -0.17403
P 3.68409 0.07897 0.06749
O 3.94026 0.76131 1.36824
O 2.37469 -0.66795 -0.17557
C 4.02258 1.35683 -1.19721
N 3.88623 2.68881 -0.52125
H 4.49328 -2.24193 1.65923
H 4.81354 -3.32500 0.45775
H 3.36132 -2.50157 0.50500
H 4.93828 -1.61356 -1.20822
H 5.88908 -1.00413 0.17949
H 3.32926 1.29500 -2.03107
H 5.03966 1.24176 -1.56144
H 4.42035 3.42071 -0.97577
H 4.18692 2.58813 0.45496
H 2.90192 2.96891 -0.48104
C -3.00203 -0.37937 -2.70082
Ge -1.40314 0.55948 -3.22984
C -1.66457 2.47607 -3.15186
C -0.79380 0.04334 -5.00133
C 0.23356 0.02186 -2.19426
H -3.85962 0.19047 -3.06818
H -3.07183 -0.46417 -1.61450
H -3.02768 -1.37693 -3.14295
H -2.27546 2.74720 -4.01919
H -0.71639 3.01444 -3.20782
H -2.20135 2.77900 -2.24859
H -1.61586 0.24069 -5.69811
H -0.54368 -1.01819 -5.03411
H 0.07414 0.63987 -5.28902
H 1.12109 -0.26383 -2.75930
C -3.76016 3.09778 0.64361
N -2.30791 3.17904 0.36202
C -1.64177 4.38058 0.25191
C -0.33829 4.45785 -0.04344
C 0.41708 3.25070 -0.25079
O 1.60667 3.23137 -0.53370
N -0.28021 2.08535 -0.10517
C -1.60860 2.03214 0.16874
O -2.11842 0.88622 0.21837
H -4.17383 4.10118 0.59967
H -3.93295 2.67212 1.62809
H -4.24409 2.46871 -0.09488
H -2.24689 5.26232 0.41590
H 0.16934 5.40774 -0.13279
*
```

Computed properties:
Expectation value of S²: 8.802

***

It is found that the energy relative to the best compared isomer or geometry (same formula, charge and spin) values, taken in the order of the records, are 19.6 19.6 7.9 kcal per mole.
It is found that the energy values, taken in the order of the records, are -1250.69769 -1668.64262 -4252.32512 hartree.